1.
The following is a quantum chemistry calculation of a structure of composition C49H41N3OP2S3Y, from OMol25.

The geometry in ORCA input format:
```
! RIJCOSX wB97M-V def2-TZVPD def2/J DEFGRID3
* xyz 3 1
Y -0.569 0.328 0.445
O 1.521 1.138 0.128
S 2.136 0.213 -0.968
C 2.543 1.356 -2.236
C 3.778 1.958 -2.399
C 3.911 2.950 -3.365
C 2.811 3.350 -4.099
C 1.561 2.780 -3.876
C 1.397 1.761 -2.950
P -0.262 1.063 -2.525
C -1.420 2.421 -2.842
C -1.810 2.931 -4.085
C -2.695 3.994 -4.171
C -3.194 4.589 -3.021
C -2.789 4.127 -1.777
C -1.914 3.056 -1.702
C -0.468 -0.327 -3.681
C -0.992 -0.219 -4.969
C -1.081 -1.331 -5.792
C -0.638 -2.568 -5.348
C -0.110 -2.691 -4.070
C -0.033 -1.581 -3.247
C 3.494 -0.613 -0.205
C 4.713 -0.800 -0.838
C 5.681 -1.580 -0.218
C 5.424 -2.159 1.011
C 4.180 -2.002 1.608
C 3.175 -1.256 1.002
P 1.531 -1.192 1.840
C 1.209 -2.902 2.347
C 1.521 -3.964 1.497
C 1.153 -5.257 1.832
C 0.480 -5.505 3.021
C 0.162 -4.451 3.868
C 0.515 -3.154 3.530
C 1.869 -0.271 3.369
C 2.380 -0.904 4.500
C 2.644 -0.173 5.647
C 2.409 1.193 5.674
C 1.924 1.835 4.543
C 1.660 1.108 3.394
H 4.621 1.688 -1.785
H 4.871 3.420 -3.520
H 2.915 4.128 -4.840
H 0.711 3.158 -4.425
H -1.415 2.526 -5.006
H -2.987 4.366 -5.141
H -3.880 5.419 -3.097
H -3.151 4.601 -0.877
H -1.596 2.736 -0.705
H -1.350 0.723 -5.351
H -1.492 -1.227 -6.785
H -0.704 -3.430 -5.994
H 0.241 -3.649 -3.719
H 0.390 -1.706 -2.248
H 4.913 -0.371 -1.806
H 6.637 -1.725 -0.700
H 6.181 -2.753 1.501
H 3.986 -2.489 2.556
H 2.062 -3.793 0.575
H 1.405 -6.075 1.173
H 0.217 -6.516 3.294
H -0.351 -4.641 4.800
H 0.263 -2.344 4.203
H 2.567 -1.970 4.502
H 3.040 -0.672 6.518
H 2.619 1.758 6.569
H 1.773 2.905 4.552
H 1.342 1.635 2.503
C -0.066 4.006 1.021
C -0.960 3.334 2.004
N -1.274 2.050 1.969
C -2.107 1.699 3.021
C -2.422 2.736 3.839
S -1.662 4.166 3.303
C -2.520 0.297 3.134
C -3.362 -0.257 4.046
S -3.541 -1.926 3.737
C -2.493 -1.810 2.403
N -2.022 -0.598 2.206
C -2.198 -2.979 1.530
H 0.464 3.274 0.407
H 0.681 4.610 1.535
H -0.634 4.666 0.366
H -3.037 2.731 4.720
H -3.874 0.217 4.862
H -1.968 -3.864 2.122
H -1.327 -2.777 0.897
H -3.056 -3.202 0.894
C -5.063 -1.100 -1.923
C -4.942 -0.022 -1.055
C -3.706 0.237 -0.497
N -2.612 -0.497 -0.758
C -2.745 -1.544 -1.585
C -3.946 -1.876 -2.187
H -6.015 -1.334 -2.377
H -5.787 0.605 -0.812
H -3.588 1.061 0.199
H -1.856 -2.129 -1.787
H -3.995 -2.726 -2.852
*
```

## Properties
Relative energy (zero: lowest compared OMol25 entry of this formula, charge and spin) (kJ/mol): 15.2
Maximum force (hartree/bohr): 0.015
Total energy (a.u.): -4046.25362
HOMO-LUMO gap (eV): 8.26

Mulliken atomic charge list, values in e, 99 entries: number 1, Y, carries -0.438; number 2, O, carries -0.258; number 3, S, carries 1.701; number 4, C, carries 0.378; number 5, C, carries -0.787; number 6, C, carries -1.017; number 7, C, carries -0.886; number 8, C, carries -0.352; number 9, C, carries 0.076; number 10, P, carries 2.382; number 11, C, carries 0.352; number 12, C, carries -0.525; number 13, C, carries -1.054; number 14, C, carries -0.867; number 15, C, carries -0.939; number 16, C, carries 0.528; number 17, C, carries 0.980; number 18, C, carries -0.504; number 19, C, carries -0.936; number 20, C, carries -0.731; number 21, C, carries -0.726; number 22, C, carries -0.805; number 23, C, carries 0.784; number 24, C, carries -0.555; number 25, C, carries -1.054; number 26, C, carries -0.890; number 27, C, carries -0.639; number 28, C, carries -1.143; number 29, P, carries 2.563; number 30, C, carries 0.572; number 31, C, carries -0.936; number 32, C, carries -0.754; number 33, C, carries -0.708; number 34, C, carries -1.035; number 35, C, carries -0.626; number 36, C, carries 0.392; number 37, C, carries -0.277; number 38, C, carries -0.921; number 39, C, carries -0.774; number 40, C, carries -0.828; number 41, C, carries -0.366; number 42, H, carries 0.722; number 43, H, carries 0.463; number 44, H, carries 0.490; number 45, H, carries 0.413; number 46, H, carries 0.415; number 47, H, carries 0.472; number 48, H, carries 0.448; number 49, H, carries 0.565; number 50, H, carries -0.065; number 51, H, carries 0.122; number 52, H, carries 0.493; number 53, H, carries 0.453; number 54, H, carries 0.495; number 55, H, carries 0.553; number 56, H, carries 0.731; number 57, H, carries 0.462; number 58, H, carries 0.489; number 59, H, carries 0.406; number 60, H, carries 0.462; number 61, H, carries 0.498; number 62, H, carries 0.464; number 63, H, carries 0.471; number 64, H, carries 0.568; number 65, H, carries 0.486; number 66, H, carries 0.483; number 67, H, carries 0.452; number 68, H, carries 0.506; number 69, H, carries 0.492; number 70, C, carries -1.171; number 71, C, carries 0.195; number 72, N, carries 1.831; number 73, C, carries -0.347; number 74, C, carries -0.408; number 75, S, carries -0.150; number 76, C, carries -0.697; number 77, C, carries -0.652; number 78, S, carries -0.132; number 79, C, carries -0.065; number 80, N, carries 1.255; number 81, C, carries -1.099; number 82, H, carries -0.045; number 83, H, carries 0.515; number 84, H, carries 0.463; number 85, H, carries 0.514; number 86, H, carries 0.523; number 87, H, carries 0.514; number 88, H, carries -0.153; number 89, H, carries 0.438; number 90, C, carries -0.579; number 91, C, carries -1.135; number 92, C, carries -0.002; number 93, N, carries 1.060; number 94, C, carries -0.460; number 95, C, carries -1.148; number 96, H, carries 0.483; number 97, H, carries 0.555; number 98, H, carries 0.251; number 99, H, carries 0.666



2.
The following is a quantum chemistry calculation of a structure of composition C49H42BrN7O5PPbS, from OMol25.

The geometry in ORCA input format:
```
! RIJCOSX wB97M-V def2-TZVPD def2/J DEFGRID3
* xyz -1 1
Pb 0.628 0.703 -0.560
O 2.556 -4.302 2.667
C 1.995 -3.441 3.535
C 1.716 -3.919 4.816
C 1.123 -3.100 5.755
C 0.806 -1.781 5.448
C 1.107 -1.296 4.191
C 1.699 -2.105 3.222
C 1.910 -1.495 1.879
O 1.914 -0.287 1.716
N 2.139 -2.404 0.859
N 1.788 -1.953 -0.314
C 2.121 -2.731 -1.338
C 1.699 -2.535 -2.652
C 2.396 -3.216 -3.697
C 2.119 -2.991 -5.005
C 1.093 -2.066 -5.361
C 0.356 -1.439 -4.414
C 0.566 -1.685 -3.003
O -0.224 -1.232 -2.150
H 2.570 -3.853 1.785
H 1.962 -4.949 5.040
H 0.897 -3.497 6.737
H 0.328 -1.145 6.181
H 0.874 -0.278 3.905
H 2.816 -3.550 -1.138
H 3.192 -3.898 -3.418
H 2.685 -3.491 -5.781
H 0.905 -1.867 -6.409
H -0.426 -0.734 -4.658
C -0.320 5.278 3.722
C -1.094 4.035 3.300
N -1.245 3.918 1.868
C -0.282 3.423 1.052
S -0.668 3.264 -0.630
N 0.875 3.139 1.630
N 1.711 2.462 0.803
C 2.965 2.455 1.054
C 3.532 3.238 2.196
C 3.813 1.655 0.134
C 5.196 1.547 0.271
C 5.909 0.830 -0.676
C 5.240 0.258 -1.745
C 3.862 0.408 -1.804
N 3.184 1.063 -0.882
H -0.213 5.313 4.807
H 0.672 5.261 3.275
H -0.833 6.184 3.397
H -0.580 3.141 3.665
H -2.097 4.041 3.735
H -2.112 4.158 1.424
H 3.020 2.947 3.115
H 4.600 3.105 2.320
H 3.323 4.300 2.050
H 5.712 2.012 1.096
H 6.982 0.729 -0.580
H 5.762 -0.286 -2.519
H 3.276 0.006 -2.620
Br -2.445 5.095 -7.461
C -1.260 4.172 -6.290
C -1.782 3.297 -5.354
C -0.913 2.627 -4.509
C 0.458 2.829 -4.596
C 0.956 3.718 -5.542
C 0.102 4.395 -6.397
C 1.415 2.084 -3.670
O 2.620 2.320 -3.754
O 0.830 1.249 -2.909
H -2.851 3.146 -5.287
H -1.285 1.937 -3.763
H 2.027 3.864 -5.586
H 0.485 5.087 -7.135
N -0.933 0.262 0.940
P -2.053 -0.815 0.833
C -3.266 -0.407 2.132
C -2.924 0.562 3.065
C -3.809 0.890 4.081
C -5.039 0.255 4.165
C -5.388 -0.708 3.228
C -4.503 -1.038 2.214
C -1.619 -2.553 1.151
C -1.752 -3.100 2.424
C -1.299 -4.382 2.687
C -0.693 -5.123 1.684
C -0.549 -4.582 0.414
C -1.009 -3.303 0.146
C -3.000 -0.829 -0.720
C -2.990 0.362 -1.440
C -3.679 0.456 -2.637
C -4.383 -0.637 -3.122
C -4.400 -1.824 -2.405
C -3.710 -1.921 -1.206
H -1.965 1.055 2.967
H -3.538 1.647 4.806
H -5.730 0.513 4.959
H -6.351 -1.201 3.286
H -4.779 -1.785 1.479
H -2.209 -2.522 3.218
H -1.398 -4.792 3.683
H -0.315 -6.115 1.897
H -0.063 -5.151 -0.368
H -0.861 -2.865 -0.834
H -2.422 1.207 -1.065
H -3.658 1.383 -3.196
H -4.912 -0.567 -4.065
H -4.942 -2.682 -2.785
H -3.710 -2.857 -0.660
*
```

## Properties
Relative energy (zero: lowest compared OMol25 entry of this formula, charge and spin) (kJ/mol): 144.5
Maximum force (hartree/bohr): 0.008
Total energy (a.u.): -6158.41576
HOMO-LUMO gap (spin up / spin down) (eV): 5.10 / 6.01

Mulliken atomic charge list, values in e, 99 entries: number 1, Pb, carries 1.734; number 2, O, carries -0.726; number 3, C, carries 0.864; number 4, C, carries -0.638; number 5, C, carries -0.341; number 6, C, carries -0.760; number 7, C, carries -0.981; number 8, C, carries 0.192; number 9, C, carries -0.386; number 10, O, carries 0.067; number 11, N, carries -0.892; number 12, N, carries 1.092; number 13, C, carries -1.680; number 14, C, carries 1.232; number 15, C, carries -0.997; number 16, C, carries -0.727; number 17, C, carries -0.561; number 18, C, carries -0.949; number 19, C, carries 0.825; number 20, O, carries 0.254; number 21, H, carries 0.515; number 22, H, carries 0.426; number 23, H, carries 0.366; number 24, H, carries 0.422; number 25, H, carries 0.545; number 26, H, carries 0.158; number 27, H, carries 0.404; number 28, H, carries 0.387; number 29, H, carries 0.441; number 30, H, carries 0.419; number 31, C, carries -1.286; number 32, C, carries -0.061; number 33, N, carries -0.031; number 34, C, carries 0.230; number 35, S, carries -0.593; number 36, N, carries -1.098; number 37, N, carries 0.926; number 38, C, carries 0.821; number 39, C, carries -1.932; number 40, C, carries 0.310; number 41, C, carries -1.117; number 42, C, carries -0.574; number 43, C, carries -1.523; number 44, C, carries 0.150; number 45, N, carries 0.548; number 46, H, carries 0.370; number 47, H, carries 0.248; number 48, H, carries 0.322; number 49, H, carries -0.022; number 50, H, carries 0.467; number 51, H, carries 0.238; number 52, H, carries 0.326; number 53, H, carries 0.472; number 54, H, carries 0.307; number 55, H, carries 0.288; number 56, H, carries 0.410; number 57, H, carries 0.474; number 58, H, carries 0.577; number 59, Br, carries -0.255; number 60, C, carries 0.042; number 61, C, carries -0.589; number 62, C, carries 0.415; number 63, C, carries -0.310; number 64, C, carries -0.382; number 65, C, carries -0.524; number 66, C, carries -0.389; number 67, O, carries -0.742; number 68, O, carries 0.719; number 69, H, carries 0.511; number 70, H, carries 0.135; number 71, H, carries 0.464; number 72, H, carries 0.406; number 73, N, carries -0.097; number 74, P, carries 1.163; number 75, C, carries -0.024; number 76, C, carries -0.191; number 77, C, carries -0.589; number 78, C, carries -0.552; number 79, C, carries -0.730; number 80, C, carries -0.225; number 81, C, carries 0.608; number 82, C, carries -0.727; number 83, C, carries -0.703; number 84, C, carries -0.811; number 85, C, carries -0.599; number 86, C, carries -0.203; number 87, C, carries 0.491; number 88, C, carries -0.383; number 89, C, carries -0.788; number 90, C, carries -0.545; number 91, C, carries -0.763; number 92, C, carries -0.165; number 93, H, carries 0.109; number 94, H, carries 0.434; number 95, H, carries 0.382; number 96, H, carries 0.407; number 97, H, carries 0.364; number 98, H, carries 0.417; number 99, H, carries 0.400